Entry from the OMol25 dataset: a molecular structure, C46H48ClN6O7STeZr in a non-equilibrium geometry (ωB97M-V/def2-TZVPD).

Calculated values
Energy above the lowest of the compared OMol25 structures with the same formula, charge and spin, kcal/mol: 0.0
Lowest unoccupied orbital energy, eV: -4.56
E_tot, eV: -103682.7447

Structure (ORCA input):
```
! wB97M-V def2-TZVPD RIJCOSX def2/J DEFGRID3
* xyz 1 1
Zr 0.16 0.68 -0.24
C 1.82 3.60 -0.45
N 1.71 2.33 -1.22
C 3.10 1.86 -1.49
C 1.09 2.70 -2.52
C 0.69 1.49 -3.32
N -0.53 0.88 -2.72
C -1.67 1.78 -3.06
C -0.80 -0.38 -3.45
H 2.39 3.44 0.46
H 0.83 3.96 -0.18
H 2.33 4.34 -1.06
H 3.58 2.57 -2.16
H 3.10 0.87 -1.94
H 3.66 1.83 -0.56
H 1.78 3.32 -3.09
H 0.21 3.31 -2.30
H 1.48 0.74 -3.32
H 0.49 1.76 -4.35
H -1.67 2.02 -4.12
H -1.64 2.71 -2.49
H -2.61 1.27 -2.87
H -1.06 -0.14 -4.49
H -1.65 -0.89 -3.01
H 0.08 -1.02 -3.45
C -2.37 1.72 6.41
C -1.75 1.79 5.04
C -1.51 3.00 4.42
C -0.91 3.12 3.16
C -0.75 4.48 2.54
O -0.75 4.63 1.34
C -0.64 5.66 3.44
C -1.26 6.85 3.04
C -1.13 7.99 3.82
C -0.36 7.96 4.97
C 0.27 6.79 5.36
C 0.12 5.64 4.61
C -0.53 1.95 2.49
O 0.08 1.97 1.28
C -0.80 0.71 3.10
C -1.41 0.64 4.34
C -0.51 -0.50 2.29
N 0.66 -0.68 1.72
C 1.85 -0.13 2.43
C 2.83 0.58 1.53
Te 4.67 1.07 2.53
C 4.45 3.14 2.25
C 3.46 3.85 2.93
C 3.26 5.20 2.66
C 4.07 5.85 1.73
C 5.07 5.15 1.07
C 5.25 3.79 1.33
C -1.59 -1.47 2.07
C -2.93 -1.13 2.24
C -3.92 -2.08 2.06
C -3.57 -3.38 1.72
C -2.24 -3.74 1.56
C -1.25 -2.79 1.74
H -2.93 2.63 6.63
H -1.60 1.60 7.17
H -3.05 0.87 6.49
H -1.82 3.91 4.92
H -1.83 6.86 2.12
H -1.63 8.90 3.51
H -0.25 8.86 5.57
H 0.88 6.77 6.26
H 0.60 4.72 4.92
H -1.61 -0.34 4.77
H 2.32 -1.03 2.84
H 1.57 0.50 3.27
H 2.45 1.55 1.23
H 3.09 -0.01 0.65
H 2.84 3.35 3.67
H 2.49 5.75 3.18
H 3.92 6.90 1.53
H 5.71 5.65 0.36
H 6.02 3.25 0.79
H -3.20 -0.11 2.49
H -4.96 -1.81 2.19
H -4.35 -4.13 1.59
H -1.98 -4.76 1.32
H -0.21 -3.05 1.65
O -3.25 2.72 -5.67
S -4.16 1.58 -5.80
O -3.56 0.33 -5.36
O -4.93 1.53 -7.02
C -5.33 1.99 -4.47
N -6.41 2.75 -4.66
C -7.03 3.19 -3.57
C -6.59 2.95 -2.27
C -5.50 2.11 -2.20
N -4.91 1.60 -3.27
C -4.59 1.74 -1.07
C -4.20 0.40 -0.99
C -2.94 0.10 -0.55
N -2.07 1.06 -0.18
C -2.52 2.33 -0.06
C -3.80 2.68 -0.43
H -7.93 3.78 -3.74
H -7.08 3.37 -1.41
H -4.81 -0.38 -1.44
H -2.57 -0.91 -0.57
H -1.80 3.08 0.27
H -4.08 3.73 -0.43
Cl 2.18 -3.05 -2.92
C 1.11 -3.02 -1.51
C 0.74 -1.62 -1.13
O 1.59 -0.67 -1.14
O -0.44 -1.34 -0.76
H 1.65 -3.45 -0.67
H 0.22 -3.59 -1.71
*
```

Entry from the OMol25 dataset: 2 unconnected molecules or ions with the total composition C9H14O in a non-equilibrium geometry (ωB97M-V/def2-TZVPD).

Calculated values
Structure (SMILES): Cc1ccc(O)cc1.CC
Energy above the lowest of the compared OMol25 structures with the same formula, charge and spin, kcal/mol: 65.0
Lowest unoccupied orbital energy, eV: 0.79
E_tot, eV: -11604.8170

Structure (ORCA input):
```
! wB97M-V def2-TZVPD RIJCOSX def2/J DEFGRID3
* xyz 0 1
C 2.52 1.58 -0.06
C 1.38 0.54 -0.46
C 0.82 0.07 0.74
C -0.11 -0.96 0.68
C -0.22 -1.65 -0.55
O -0.75 -2.94 -0.59
C 0.54 -1.24 -1.58
C 1.39 -0.13 -1.59
H 3.22 1.19 0.55
H 2.18 2.60 0.01
H 3.19 1.64 -0.95
H 1.01 0.64 1.64
H -0.50 -1.44 1.53
H -1.13 -3.20 0.26
H 0.41 -1.96 -2.55
H 1.81 0.23 -2.58
C -2.95 2.21 0.90
C -1.76 1.67 1.74
H -2.54 2.68 0.02
H -3.46 1.21 0.51
H -3.38 2.80 1.65
H -1.30 2.45 2.19
H -1.06 1.14 1.01
H -2.13 1.00 2.50
*
```

Entry from the OMol25 dataset: 21 unconnected molecules or ions with the total composition C4H49BClO22 in a non-equilibrium geometry (ωB97M-V/def2-TZVPD).

Calculated values
Energy above the lowest of the compared OMol25 structures with the same formula, charge and spin, kcal/mol: 88.5
Lowest unoccupied orbital energy, eV: 1.44
E_tot, eV: -63187.6262

Structure (ORCA input):
```
! wB97M-V def2-TZVPD RIJCOSX def2/J DEFGRID3
* xyz -1 1
C 1.48 -3.85 4.36
C 1.16 -2.83 3.11
O 0.33 -3.39 2.04
B -0.95 -3.94 2.54
C -1.85 -2.90 3.43
C -3.20 -3.65 4.09
O -3.56 -4.90 3.76
Cl -4.12 -2.59 5.36
H 2.37 -3.34 4.98
H 1.86 -4.87 3.89
H 0.60 -3.98 5.13
H 2.21 -2.55 2.61
H 0.76 -1.80 3.55
H -1.62 -4.25 1.60
H -0.75 -4.97 3.12
H -1.29 -2.42 4.36
H -2.23 -2.03 2.71
O 3.51 -2.64 0.43
H 2.72 -3.15 0.18
H 4.21 -3.30 0.49
O -3.61 -0.81 8.13
H -3.79 -1.05 7.21
H -3.76 -1.64 8.62
O 2.20 -0.63 -1.78
H 2.98 -0.53 -2.34
H 2.56 -0.90 -0.92
O 3.95 -0.98 -4.17
H 3.33 -1.26 -4.86
H 4.06 -0.03 -4.32
O 0.13 1.49 -2.44
H 0.45 2.02 -3.18
H 0.86 0.87 -2.27
O -1.19 3.36 -5.28
H -1.41 4.07 -4.66
H -1.36 2.55 -4.78
O -2.19 1.93 8.82
H -2.98 1.42 8.57
H -1.49 1.27 8.89
O 3.65 -0.33 -6.68
H 3.03 -0.61 -7.37
H 3.76 0.62 -6.83
O 5.48 1.51 -4.83
H 6.10 1.94 -4.22
H 6.05 1.16 -5.53
O -3.01 -4.89 7.09
H -3.19 -5.13 6.16
H -3.16 -5.71 7.58
O 5.11 -2.83 -7.80
H 4.89 -2.12 -7.18
H 4.94 -3.64 -7.30
O 2.00 2.11 -5.99
H 1.22 2.57 -5.64
H 2.72 2.74 -5.83
O -5.11 -3.02 8.88
H -5.29 -3.26 7.96
H -5.26 -3.84 9.37
O -1.46 4.40 7.67
H -1.68 5.11 8.29
H -1.63 3.59 8.17
O 2.86 5.07 -5.37
H 2.39 5.65 -5.98
H 2.59 5.38 -4.50
O -0.58 5.92 -7.36
H -0.75 5.68 -8.28
H -0.73 5.10 -6.87
O -2.96 4.75 -3.41
H -3.18 5.46 -2.79
H -3.13 3.94 -2.91
O 0.98 0.07 2.34
H 0.36 -0.20 1.65
H 1.09 1.03 2.19
O -3.80 3.16 -1.23
H -3.03 2.59 -1.06
H -4.23 3.25 -0.37
O -2.60 3.15 -8.02
H -1.83 2.58 -7.85
H -3.03 3.24 -7.16
*
```

Entry from the OMol25 dataset: a molecular structure, C6H9MnO4 in a non-equilibrium geometry (ωB97M-V/def2-TZVPD).

Calculated values
<S²>: 8.759
Energy above the lowest of the compared OMol25 structures with the same formula, charge and spin, kcal/mol: 11.5
Lowest unoccupied orbital energy (alpha / beta), eV: -4.37 / -5.05
E_tot, eV: -45869.2225

Structure (ORCA input):
```
! wB97M-V def2-TZVPD RIJCOSX def2/J DEFGRID3
* xyz 1 6
O 2.59 2.47 -0.57
C 2.54 1.47 -1.55
C 2.30 1.75 -2.83
H 2.80 0.48 -1.16
H 2.32 0.95 -3.56
H 2.09 2.77 -3.16
O -0.66 -2.02 1.06
C -0.42 -0.79 0.68
O 0.40 -0.66 -0.28
Mn -0.23 1.14 0.25
O 0.46 2.92 -0.04
C 1.57 3.27 -0.43
H 1.80 4.30 -0.71
C -1.70 -2.23 2.03
H -1.28 -2.93 2.76
H -1.91 -1.28 2.53
C -2.93 -2.80 1.36
H -3.35 -2.09 0.64
H -2.70 -3.74 0.85
H -3.69 -3.00 2.13
*
```

Entry from the OMol25 dataset: C6H6 in the gas phase (ωB97M-V/def2-TZVPD).

Calculated values
Structure (SMILES): C#CCC#CC
Energy above the lowest of the compared OMol25 structures with the same formula, charge and spin, kcal/mol: 99.7
Lowest unoccupied orbital energy, eV: 0.97
E_tot, eV: -6314.8775

Structure (ORCA input):
```
! wB97M-V def2-TZVPD RIJCOSX def2/J DEFGRID3
* xyz 0 1
C 2.73 0.92 -0.02
C 2.00 -0.04 -0.14
C 1.05 -1.15 -0.23
C -0.23 -0.68 -0.78
C -1.27 -0.10 -0.58
C -2.30 0.56 0.21
H 3.36 1.76 0.08
H 1.47 -2.03 -0.70
H 0.77 -1.43 0.79
H -2.60 -0.14 0.99
H -1.80 1.41 0.71
H -3.17 0.91 -0.33
*
```

Entry from the OMol25 dataset: 5 unconnected molecules or ions with the total composition C2H12O5 in a non-equilibrium geometry (ωB97M-V/def2-TZVPD).

Calculated values
<S²>: 0.751
Energy above the lowest of the compared OMol25 structures with the same formula, charge and spin, kcal/mol: 19.8
Lowest unoccupied orbital energy (alpha / beta), eV: 3.57 / 3.46
E_tot, eV: -12504.7032

Structure (ORCA input):
```
! wB97M-V def2-TZVPD RIJCOSX def2/J DEFGRID3
* xyz -1 2
C -1.82 -0.67 -1.79
C -1.74 0.64 -1.66
O -2.14 1.22 -0.48
H -1.31 -1.25 -2.55
H -2.15 -1.30 -0.98
H -1.30 1.36 -2.35
H -2.06 2.19 -0.53
H 1.24 2.25 -0.76
H 2.10 1.19 -0.01
O 1.62 1.35 -0.84
H 0.27 -0.43 -0.05
H 1.14 -1.10 -1.02
O 0.74 -1.28 -0.16
H 2.29 -0.32 2.30
H 2.18 -1.27 1.13
O 2.79 -1.03 1.86
H -0.85 -0.41 3.36
H -0.78 -0.68 1.90
O -0.21 -0.44 2.64
*
```

Number 1: molar mass 1083.3 g mol⁻¹. Number 2: molar mass 138.2 g mol⁻¹. Number 3: molar mass 495.7 g mol⁻¹. Number 4: molar mass 200.1 g mol⁻¹. Number 5: molar mass 78.1 g mol⁻¹. Number 6: molar mass 116.1 g mol⁻¹.